# 1
A 11-piece molecular cluster, C37H59FO33 overall in a non-equilibrium geometry. Source: OMol25; level of theory: wB97M-V/def2-TZVPD.

* SMILES: O=C1OC[C@@H](F)O1.CCOC(=O)OC.CCOC(=O)OC.CCOC(=O)OC.CCOC(=O)OC.O=C1OCCO1.O=C1OCCO1.O=C1OCCO1.O=C1OCCO1.O=C1OCCO1.O=C1OCCO1
* E_HOMO: -0.3832 Ha
* F_max: 8.514 eV/Å
* electronic energy: -109604.6968 eV
* orbital gap: 0.377 Ha
* LUMO energy: -0.18 eV

Last column: Löwdin charge in e.
Cartesian coordinates (Å):
1 O -3.27483 -2.66131 -5.19320  0.1373
2 C -3.40860 -3.87985 -5.16378  -0.5763
3 O -3.25978 -4.59127 -4.10598  0.1287
4 C -3.19363 -5.91735 -4.45798  -0.0911
5 C -4.00431 -5.99530 -5.69486  -0.3263
6 F -5.30449 -6.22731 -5.49673  0.1090
7 O -3.73035 -4.69570 -6.17876  0.1400
8 H -2.16366 -6.20530 -4.66853  0.1505
9 H -3.60254 -6.58998 -3.70402  0.1556
10 H -3.59719 -6.68655 -6.43278  0.1725
11 C 1.67449 6.45040 2.96067  -0.0805
12 C 1.47925 6.11255 4.40712  -0.2182
13 O 0.44622 6.96783 4.88574  0.0284
14 C 0.55280 7.51085 6.11405  -0.5687
15 O 1.56221 7.48896 6.79613  0.1079
16 O -0.54388 8.16611 6.46764  0.0020
17 C -0.73898 8.55433 7.80532  -0.0539
18 H 2.29107 7.34652 2.89056  0.0816
19 H 0.75547 6.42331 2.37520  0.0817
20 H 2.24065 5.68403 2.43130  0.0762
21 H 2.41573 6.23266 4.95180  0.1282
22 H 1.07093 5.10224 4.38192  0.1266
23 H -0.74870 7.68094 8.45739  0.0960
24 H -1.73395 8.98221 7.92805  0.0962
25 H 0.07646 9.16842 8.18749  0.0968
26 C 5.41655 -0.76174 10.22549  -0.0596
27 C 5.50379 -0.03689 8.86906  -0.1925
28 O 4.30007 -0.08392 8.10289  -0.0045
29 C 3.70506 1.05331 7.75365  -0.5324
30 O 4.06300 2.21072 7.99923  0.1042
31 O 2.64440 0.71141 6.96618  -0.0128
32 C 2.41479 -0.63269 6.56396  -0.0553
33 H 4.91478 -1.72573 10.14156  0.0695
34 H 4.69883 -0.17302 10.79678  0.0761
35 H 6.32198 -0.97175 10.79486  0.0780
36 H 6.22140 -0.53214 8.21494  0.1254
37 H 5.72820 1.00527 9.09634  0.1179
38 H 1.57420 -0.74800 5.87969  0.0905
39 H 2.21281 -1.34427 7.36456  0.0959
40 H 3.28688 -0.83888 5.94344  0.0996
41 C 1.49339 -2.00016 -8.21462  -0.0433
42 C 1.01799 -3.20337 -9.08604  -0.2009
43 O 1.00158 -2.74146 -10.45331  -0.0269
44 C -0.02164 -2.08607 -11.14538  -0.5843
45 O 0.08657 -1.76733 -12.27795  0.1653
46 O -0.86148 -1.66133 -10.22756  -0.0099
47 C -2.07085 -0.94012 -10.60317  -0.0131
48 H 1.22828 -2.07826 -7.16024  0.0733
49 H 1.16166 -1.03944 -8.60842  0.0746
50 H 2.57243 -2.01446 -8.36817  0.0697
51 H -0.02094 -3.49006 -8.92321  0.1025
52 H 1.43444 -4.20461 -8.97571  0.1155
53 H -3.03252 -1.43032 -10.45154  0.0927
54 H -2.26691 -0.73561 -11.65570  0.0864
55 H -1.90952 0.05348 -10.18504  0.0991
56 C -2.69893 -4.05318 2.15937  -0.0747
57 C -2.80732 -5.26403 2.99478  -0.2446
58 O -1.71783 -6.11522 2.80818  0.0186
59 C -1.38044 -6.72063 1.63992  -0.5621
60 O -2.11974 -6.89635 0.67329  0.0982
61 O -0.17361 -7.22398 1.74544  0.0146
62 C 0.47479 -7.99225 0.72214  -0.0289
63 H -2.93477 -4.34452 1.13584  0.0744
64 H -1.68305 -3.72670 1.93686  0.0846
65 H -3.29959 -3.16771 2.36734  0.0866
66 H -3.69982 -5.82932 2.72650  0.1279
67 H -2.82594 -5.07659 4.06838  0.1281
68 H 0.45212 -7.50785 -0.25404  0.0892
69 H 0.01042 -8.95451 0.50647  0.0947
70 H 1.53935 -8.09990 0.93004  0.0939
71 O 5.74953 1.25845 1.41956  0.0915
72 C 6.69823 1.38217 0.60185  -0.6066
73 O 7.64234 0.59122 0.47083  0.1302
74 C 8.56483 1.01645 -0.39019  -0.1514
75 C 7.92497 2.22524 -1.03123  -0.1349
76 O 6.81593 2.37387 -0.25742  0.1088
77 H 9.45837 1.21254 0.20247  0.1421
78 H 8.70749 0.13955 -1.02169  0.1431
79 H 7.63508 1.88460 -2.02523  0.1364
80 H 8.64184 3.04336 -1.10103  0.1407
81 O -2.52102 1.99971 0.64310  0.1205
82 C -1.52835 1.38723 0.26526  -0.5463
83 O -1.59033 0.18184 -0.39879  0.0617
84 C -0.28010 -0.17534 -0.76174  -0.1496
85 C 0.55551 0.62738 0.16988  -0.1225
86 O -0.28045 1.72772 0.46694  0.0915
87 H -0.10527 -1.25064 -0.72629  0.1388
88 H -0.07566 0.11250 -1.79297  0.1287
89 H 1.47210 1.00790 -0.28086  0.1395
90 H 0.85886 0.03668 1.03425  0.1379
91 O 2.66549 2.02714 -5.07673  0.1357
92 C 1.75113 2.81655 -4.97437  -0.5680
93 O 1.64869 3.74103 -4.07701  0.0799
94 C 0.37085 4.40621 -4.05573  -0.1019
95 C -0.41602 3.64481 -5.00987  -0.1414
96 O 0.53706 2.79233 -5.62858  0.0447
97 H 0.06261 4.30238 -3.01539  0.1380
98 H 0.51946 5.45945 -4.29384  0.1378
99 H -0.88300 4.25980 -5.77917  0.1374
100 H -1.13650 2.97384 -4.54209  0.1372
101 O -8.69057 0.96172 0.76373  0.1247
102 C -8.28797 1.27561 -0.35011  -0.4847
103 O -8.71982 2.47169 -0.95595  0.0314
104 C -8.05420 2.53720 -2.27234  -0.1069
105 C -7.16939 1.38102 -2.29041  -0.1764
106 O -7.25531 0.74965 -1.04989  0.0615
107 H -8.82047 2.33899 -3.02177  0.1344
108 H -7.47870 3.46287 -2.26752  0.1363
109 H -6.12512 1.64698 -2.45429  0.1391
110 H -7.48345 0.52085 -2.88167  0.1405
111 O -8.73651 4.56328 7.61792  0.1406
112 C -7.82142 4.41523 6.84355  -0.6185
113 O -7.82451 3.76905 5.69986  0.0951
114 C -6.52750 3.88003 5.09747  -0.0951
115 C -5.66512 4.31510 6.24026  -0.1418
116 O -6.60032 4.76209 7.17667  0.0820
117 H -6.20331 2.84216 5.02108  0.1333
118 H -6.48582 4.46715 4.18005  0.1394
119 H -4.88137 5.04748 6.04677  0.1354
120 H -5.14085 3.45667 6.66018  0.1296
121 O 3.41382 -4.24762 -0.51279  0.1694
122 C 4.08914 -4.51644 -1.45494  -0.5952
123 O 5.39598 -4.50272 -1.50293  0.0834
124 C 5.85507 -4.55226 -2.85172  -0.1171
125 C 4.70064 -5.14921 -3.61944  -0.1236
126 O 3.64293 -4.92086 -2.67710  0.0565
127 H 5.97275 -3.53604 -3.22795  0.1351
128 H 6.68280 -5.24746 -2.99193  0.1359
129 H 4.91634 -6.14928 -3.99553  0.1292
130 H 4.62273 -4.48994 -4.48396  0.1261

# 2
C37H59N5O2SSi3TeTi as an isolated structure in a non-equilibrium geometry. Source: OMol25; level of theory: wB97M-V/def2-TZVPD.

* spin multiplicity: 2
* E_HOMO (spin up / spin down): -0.1151 / -0.1754 Ha
* F_max: 1.466 eV/Å
* electronic energy: -115757.0540 eV
* orbital gap (spin up / spin down): 0.199 / 0.258 Ha
* total charge: -1
* LUMO energy (spin up / spin down): 2.27 / 2.25 eV

Last column: Löwdin spin population.
Cartesian coordinates (Å):
1 Ti 0.70016 0.66328 1.42958  0.0003
2 N 3.94826 -0.13799 -1.58279  0.0260
3 C 3.13426 0.27267 -0.54066  0.0472
4 S 1.45911 0.50611 -0.91707  0.0118
5 N 3.68785 0.51089 0.60367  -0.0005
6 N 2.78150 0.87400 1.57845  0.2201
7 C 3.29710 1.09612 2.77819  0.1067
8 C 2.39308 1.12985 3.84528  0.1205
9 C 2.75241 1.23323 5.20820  0.0250
10 C 1.80744 1.06197 6.17598  0.0740
11 C 0.46901 0.78088 5.79825  0.0791
12 C 0.16697 0.73775 4.46588  0.0270
13 N 1.07342 0.93352 3.48772  0.1306
14 H 3.47360 -0.71817 -2.25928  0.0014
15 H 4.82750 -0.51903 -1.26552  0.0008
16 H 4.37136 1.13450 2.91567  0.0069
17 H 3.78880 1.42334 5.45811  -0.0012
18 H 2.07791 1.12436 7.22262  0.0036
19 H -0.30470 0.61412 6.53343  0.0044
20 H -0.84390 0.53255 4.13300  -0.0002
21 C -2.42663 -0.24798 1.99905  0.0009
22 O -1.45361 0.70086 1.55946  0.0030
23 Si -1.82874 2.34465 1.23171  0.0021
24 C -3.06328 2.29910 -0.18500  0.0003
25 C -2.84722 2.93167 2.70370  0.0002
26 C -0.15543 2.97477 1.01919  0.0076
27 Si 0.31011 3.59003 -0.68428  0.0012
28 C -0.22088 5.39034 -1.01454  0.0002
29 C 2.17345 3.63463 -1.02493  0.0009
30 C -0.57190 2.72951 -2.13004  0.0003
31 Si 0.27586 4.32029 2.23515  0.0002
32 C 2.02084 4.99515 1.97750  0.0005
33 C -0.91582 5.80989 2.14690  -0.0002
34 C 0.27844 3.96791 4.09246  -0.0001
35 H -3.17049 -0.39892 1.21130  0.0000
36 H -2.93256 0.13021 2.89059  0.0001
37 H -1.91895 -1.18341 2.22989  0.0005
38 H -4.03010 1.93640 0.17687  0.0001
39 H -2.73787 1.65309 -1.00039  0.0000
40 H -3.21784 3.30123 -0.59318  0.0000
41 H -3.79289 2.38467 2.75307  0.0001
42 H -3.08824 3.99015 2.58623  0.0000
43 H -2.33462 2.81212 3.65926  0.0001
44 H 0.23846 6.11765 -0.34328  0.0000
45 H -1.30568 5.51761 -0.95643  0.0000
46 H 0.08659 5.64155 -2.03610  0.0000
47 H 2.51911 4.66618 -1.13426  0.0001
48 H 2.39792 3.09892 -1.94957  0.0001
49 H 2.75429 3.16190 -0.23301  0.0006
50 H -1.52788 3.21731 -2.33613  0.0000
51 H -0.75363 1.66359 -1.99673  0.0000
52 H 0.05767 2.84037 -3.01813  0.0001
53 H 2.16677 5.51657 1.03273  0.0001
54 H 2.75173 4.18439 2.03004  0.0007
55 H 2.23841 5.69752 2.78861  0.0000
56 H -1.49008 5.85265 1.22231  0.0000
57 H -0.36010 6.74915 2.23586  0.0000
58 H -1.62072 5.77162 2.98190  0.0000
59 H -0.58339 3.41559 4.46455  0.0004
60 H 0.27226 4.94828 4.58172  -0.0001
61 H 1.17838 3.44459 4.41768  -0.0005
62 C 1.99791 -2.30529 3.26854  0.0028
63 C 0.66468 -2.00881 2.60096  0.0078
64 O -0.34612 -2.57449 3.01269  0.0026
65 N 0.70621 -1.11975 1.58619  0.0752
66 Te -1.03598 -2.34183 -0.67728  0.0036
67 C -2.39409 -3.27244 -2.05189  0.0027
68 C -2.31708 -4.65202 -2.31427  0.0003
69 C -1.32106 -5.55177 -1.63227  0.0000
70 C -3.19406 -5.22194 -3.23417  0.0001
71 C -4.15446 -4.47150 -3.89529  -0.0001
72 C -5.08653 -5.10070 -4.89636  0.0000
73 C -4.23398 -3.11826 -3.60546  0.0001
74 C -3.37508 -2.50599 -2.69763  0.0001
75 C -3.54131 -1.02079 -2.48320  0.0001
76 C 0.70822 -2.71964 -1.82941  -0.0001
77 C 1.79439 -3.39542 -1.26770  0.0000
78 C 1.83668 -3.87971 0.15540  0.0001
79 C 2.93417 -3.60653 -2.04685  0.0001
80 C 3.02593 -3.16434 -3.35359  0.0000
81 C 4.27019 -3.38908 -4.17142  0.0000
82 C 1.94184 -2.47515 -3.88678  0.0000
83 C 0.79035 -2.23392 -3.14829  -0.0001
84 C -0.31695 -1.44712 -3.79225  0.0000
85 H 2.15295 -3.38478 3.27212  0.0004
86 H 1.94300 -1.97129 4.30707  0.0000
87 H 2.82959 -1.80316 2.77096  0.0009
88 H -1.28134 -5.35004 -0.55994  0.0000
89 H -0.31430 -5.39128 -2.01919  0.0000
90 H -1.58410 -6.59885 -1.78623  0.0000
91 H -3.12690 -6.28755 -3.42983  0.0000
92 H -4.97261 -6.18459 -4.91200  0.0000
93 H -4.88847 -4.72859 -5.90391  0.0000
94 H -6.12834 -4.87259 -4.66404  0.0000
95 H -4.98896 -2.51197 -4.09839  0.0000
96 H -4.59946 -0.75550 -2.46809  0.0000
97 H -3.07186 -0.46036 -3.29644  0.0000
98 H -3.08787 -0.67646 -1.55752  0.0001
99 H 0.84337 -3.99122 0.58981  0.0000
100 H 2.37279 -3.15364 0.76903  0.0001
101 H 2.36547 -4.83237 0.21749  0.0000
102 H 3.77395 -4.13279 -1.60298  0.0000
103 H 4.96692 -4.04849 -3.65389  0.0000
104 H 4.78555 -2.44626 -4.36917  0.0000
105 H 4.03145 -3.83676 -5.13785  0.0000
106 H 1.99763 -2.10038 -4.90430  0.0000
107 H -1.14450 -2.09614 -4.08808  0.0000
108 H 0.05123 -0.92912 -4.67801  0.0000
109 H -0.71197 -0.70516 -3.09677  0.0000